11
Properties=species:S:1:pos:R:3:lowdin_charge:R:1 method="wB97M-V/def2-TZVPD" smiles="[H]/N=C/C(=O)C(N)=O" homo_ev=-9.585 relative_energy_kcal_mol=50.2 molar_mass_g_mol=100.1 lumo_energy_ha=0.01046
H -2.6542 -0.8233 -0.8242 0.063
N -1.7584 -0.3746 -0.6441 0.130
C -0.8041 -1.1524 -0.3899 -0.155
C 0.6225 -0.5948 -0.4558 -0.306
O 1.5195 -0.9652 -1.1590 0.137
C 0.7410 0.3447 0.7508 -0.506
N 0.8819 1.6441 0.4556 0.199
O 0.4821 -0.1171 1.8470 0.077
H -0.8524 -2.2436 -0.2868 0.127
H 0.9411 1.9604 -0.4965 0.116
H 0.8810 2.3217 1.2029 0.120